1.
A cluster of 8 separate species, C50H88BClF3N2O30PS in total at a distorted geometry, computed with ωB97M-V with the def2-TZVPD basis set.

XYZ file:
```
177
Properties=species:S:1:pos:R:3
C 6.630 7.701 -0.614
O 6.224 7.071 -1.829
C 7.023 5.906 -2.029
C 6.804 5.346 -3.437
C 6.783 3.807 -3.400
C 8.034 3.149 -4.004
C 8.019 1.617 -3.786
C 9.422 0.970 -3.664
C 9.805 0.294 -2.351
C 9.695 1.102 -1.011
O 10.480 0.322 -0.135
C 11.067 0.954 0.991
C 12.564 1.263 0.887
C 13.312 0.413 -0.145
O 12.790 2.665 0.729
O 8.303 1.146 -0.721
C 7.906 1.151 0.638
C 7.955 2.543 1.280
N 7.984 2.386 2.765
C 6.499 0.467 0.718
C 5.399 1.396 1.304
C 4.818 2.439 0.316
C 4.310 3.621 1.140
N 4.204 4.853 0.333
O 6.522 -0.639 1.639
C 7.280 -1.736 1.216
S 6.252 -3.151 0.632
C 8.132 -2.220 2.436
C 9.556 -2.608 1.986
O 9.585 -3.989 1.661
C 10.494 -2.447 3.179
F 10.496 -1.188 3.596
F 11.740 -2.748 2.886
F 10.084 -3.208 4.162
P 5.814 0.080 -1.022
O 6.764 -1.047 -1.753
Cl 3.987 -0.868 -0.626
B 10.324 2.543 -1.375
O 11.572 2.573 -1.939
O 9.656 3.739 -1.208
H 7.300 8.521 -0.888
H 7.171 7.016 0.037
H 5.766 8.094 -0.088
H 6.694 5.178 -1.281
H 8.086 6.104 -1.846
H 5.825 5.710 -3.746
H 7.533 5.734 -4.146
H 6.634 3.389 -2.405
H 5.954 3.483 -4.034
H 7.966 3.316 -5.083
H 8.969 3.614 -3.692
H 7.538 1.224 -4.683
H 7.333 1.405 -2.967
H 9.438 0.178 -4.419
H 10.153 1.677 -4.053
H 9.304 -0.661 -2.201
H 10.864 0.040 -2.404
H 11.002 0.225 1.804
H 10.523 1.811 1.385
H 12.999 1.034 1.861
H 14.113 -0.125 0.362
H 13.817 1.025 -0.890
H 12.710 -0.337 -0.650
H 13.259 2.820 -0.098
H 8.514 0.526 1.296
H 8.897 3.029 1.034
H 7.184 3.232 0.943
H 7.189 2.907 3.122
H 8.795 2.867 3.137
H 4.582 0.707 1.521
H 5.687 1.813 2.261
H 5.634 2.809 -0.306
H 3.991 2.046 -0.264
H 3.343 3.391 1.603
H 4.982 3.828 1.977
H 3.663 4.646 -0.504
H 3.604 5.489 0.851
H 7.995 -1.482 0.432
H 6.934 -3.652 -0.419
H 8.097 -1.506 3.256
H 7.675 -3.134 2.801
H 9.899 -2.018 1.133
H 9.307 -4.097 0.745
H 6.988 -0.750 -2.646
H 11.704 3.411 -2.404
H 10.204 4.379 -0.732
C -1.549 -2.602 -1.604
C -0.390 -1.981 -0.864
C -0.515 -2.067 0.633
O 0.251 -0.924 1.059
C 0.202 -0.012 0.059
O 0.570 1.116 0.154
O -0.333 -0.555 -1.065
H -1.463 -2.415 -2.675
H -1.581 -3.680 -1.439
H -2.496 -2.173 -1.280
H 0.555 -2.403 -1.219
H -0.104 -2.972 1.035
H -1.542 -1.951 0.984
C -5.260 1.607 1.928
C -4.886 0.177 1.625
C -3.706 0.023 0.699
O -3.977 -1.246 0.081
C -5.325 -1.418 0.097
O -5.900 -2.272 -0.499
O -5.924 -0.486 0.878
H -6.179 1.644 2.512
H -4.468 2.103 2.488
H -5.445 2.164 1.008
H -4.739 -0.379 2.555
H -2.755 0.001 1.227
H -3.664 0.785 -0.082
C 1.806 -7.273 -0.469
C 0.777 -7.044 0.609
C -0.610 -7.531 0.270
O -1.436 -6.657 1.053
C -0.745 -5.501 1.220
O -1.206 -4.495 1.659
O 0.538 -5.639 0.812
H 2.751 -6.803 -0.198
H 1.976 -8.339 -0.621
H 1.487 -6.828 -1.413
H 1.124 -7.463 1.557
H -0.776 -8.569 0.546
H -0.866 -7.395 -0.784
C -8.749 -0.514 -0.063
C -9.973 0.281 -0.440
C -9.950 0.843 -1.838
O -10.785 2.003 -1.710
C -10.703 2.414 -0.419
O -11.126 3.451 -0.016
O -10.079 1.485 0.345
H -8.787 -0.797 0.989
H -8.672 -1.419 -0.665
H -7.847 0.075 -0.198
H -10.877 -0.310 -0.266
H -10.355 0.157 -2.579
H -8.956 1.166 -2.154
C -13.651 3.097 1.082
C -15.111 3.474 1.037
C -15.777 3.581 2.385
O -17.144 3.280 2.071
C -17.137 2.485 0.973
O -18.087 1.901 0.556
O -15.901 2.440 0.417
H -13.276 2.936 0.080
H -13.059 3.876 1.555
H -13.510 2.163 1.632
H -15.244 4.390 0.455
H -15.692 4.573 2.824
H -15.416 2.839 3.101
C -4.545 -5.408 1.743
C -5.565 -5.145 2.820
C -6.963 -5.600 2.489
O -7.764 -4.697 3.264
C -7.047 -3.552 3.416
O -7.482 -2.533 3.844
O -5.763 -3.733 3.008
H -3.587 -4.960 2.004
H -4.398 -6.478 1.593
H -4.857 -4.959 0.797
H -5.227 -5.566 3.772
H -7.155 -6.631 2.777
H -7.218 -5.468 1.434
C -19.011 -0.158 -1.415
C -18.627 -1.585 -1.707
C -17.450 -1.738 -2.636
O -17.704 -3.012 -3.242
C -19.051 -3.205 -3.221
O -19.615 -4.072 -3.806
O -19.657 -2.271 -2.445
H -19.928 -0.123 -0.827
H -18.227 0.355 -0.863
H -19.208 0.390 -2.339
H -18.468 -2.131 -0.773
H -16.495 -1.743 -2.115
H -17.425 -0.980 -3.423
```

The LUMO energy is 0.011 eV. As for the HOMO energy: -8.342 eV. Its frontier orbital gap is 8.35 eV. For the calculated total energy, the calculation gives -5849.069080 Ha. Its molar mass is 1363.54 g/mol. The total charge is 0.

=====

2.
A cluster of 11 separate species, C50H91N11O6 in total at a distorted geometry, computed with ωB97M-V with the def2-TZVPD basis set.

XYZ file:
```
158
Properties=species:S:1:pos:R:3
C 0.816 -24.924 1.604
C 0.072 -24.620 0.232
C -1.372 -25.048 0.149
C -1.604 -26.426 0.568
N -1.776 -27.569 0.865
H 1.012 -25.996 1.625
H 0.223 -24.609 2.462
H 1.739 -24.346 1.649
H 0.496 -25.082 -0.660
H 0.053 -23.570 -0.059
H -1.548 -24.828 -0.904
H -1.993 -24.311 0.658
C 2.893 -15.202 -9.102
C 1.911 -15.481 -8.021
C 1.511 -16.891 -7.778
C 0.525 -17.465 -8.718
N -0.222 -17.974 -9.489
H 3.859 -15.692 -8.985
H 3.062 -14.131 -9.219
H 2.506 -15.335 -10.112
H 1.016 -14.862 -7.953
H 2.390 -15.113 -7.114
H 1.083 -16.958 -6.777
H 2.459 -17.410 -7.919
C 4.901 -18.094 -11.099
C 3.698 -18.801 -10.485
C 3.405 -20.192 -11.056
C 2.904 -21.110 -10.053
N 2.486 -21.850 -9.332
H 5.086 -17.117 -10.652
H 4.804 -17.969 -12.177
H 5.787 -18.703 -10.921
H 2.820 -18.161 -10.574
H 3.795 -18.850 -9.400
H 4.314 -20.602 -11.495
H 2.781 -20.149 -11.948
C -1.331 -19.094 -6.376
O -0.338 -20.072 -6.497
C -0.612 -21.179 -7.398
C -0.071 -22.453 -6.808
N -0.648 -22.706 -5.469
C 0.275 -23.333 -4.533
C 0.813 -24.729 -4.861
O 1.199 -25.391 -3.619
C 1.379 -26.841 -3.673
H -0.857 -18.208 -5.953
H -2.184 -19.249 -5.715
H -1.784 -18.959 -7.359
H -0.095 -20.903 -8.317
H -1.656 -21.302 -7.689
H 0.958 -22.175 -6.582
H -0.108 -23.338 -7.443
H -1.204 -21.938 -5.122
H -0.115 -23.460 -3.523
H 1.147 -22.696 -4.386
H 1.562 -24.841 -5.645
H -0.055 -25.286 -5.215
H 0.863 -27.337 -4.494
H 1.068 -27.079 -2.656
H 2.457 -26.896 -3.826
C -0.351 -27.902 -7.477
O 0.276 -28.914 -6.650
C -0.240 -30.181 -6.723
C 0.687 -31.106 -5.867
N -0.116 -32.381 -5.724
C -1.279 -32.336 -4.831
C -2.012 -33.711 -4.973
O -3.328 -33.688 -4.395
C -3.441 -33.449 -3.017
H -0.579 -28.253 -8.484
H 0.414 -27.151 -7.675
H -1.163 -27.459 -6.900
H -0.202 -30.434 -7.783
H -1.300 -30.185 -6.467
H 0.721 -30.823 -4.815
H 1.634 -31.346 -6.350
H 0.476 -33.190 -5.601
H -1.996 -31.586 -5.164
H -0.931 -32.071 -3.833
H -1.505 -34.595 -4.587
H -2.142 -33.929 -6.033
H -2.553 -33.881 -2.557
H -4.351 -33.851 -2.573
H -3.323 -32.379 -2.845
C -4.360 -31.451 0.004
O -3.884 -30.669 -1.062
C -4.147 -29.263 -0.914
C -3.575 -28.487 -2.101
N -4.321 -28.764 -3.338
C -3.481 -28.281 -4.412
C -3.545 -26.714 -4.462
O -3.103 -26.173 -5.696
C -3.287 -24.792 -5.833
H -3.902 -32.431 -0.130
H -5.442 -31.428 -0.127
H -4.254 -31.136 1.042
H -3.592 -28.836 -0.078
H -5.199 -29.155 -0.652
H -2.485 -28.482 -2.137
H -3.729 -27.448 -1.809
H -4.561 -29.736 -3.472
H -3.799 -28.616 -5.399
H -2.440 -28.596 -4.337
H -2.922 -26.231 -3.710
H -4.499 -26.410 -4.030
H -2.599 -24.370 -5.101
H -4.304 -24.456 -5.630
H -2.962 -24.471 -6.823
N -5.917 -18.961 -4.468
C -5.328 -20.206 -4.746
C -4.856 -20.400 -6.079
C -5.184 -19.126 -6.667
C -5.849 -18.308 -5.685
H -6.172 -18.614 -3.555
H -5.435 -20.911 -3.935
H -4.350 -21.323 -6.321
H -5.062 -18.835 -7.700
H -6.271 -17.315 -5.742
N 2.173 -19.585 -4.870
C 3.397 -20.009 -4.592
C 3.907 -19.430 -3.482
C 3.010 -18.362 -3.188
C 1.885 -18.587 -4.039
H 1.554 -19.900 -5.604
H 3.804 -20.818 -5.179
H 4.791 -19.654 -2.903
H 3.062 -17.679 -2.354
H 0.956 -18.044 -4.130
N 5.914 -24.042 -3.860
C 4.786 -23.828 -3.155
C 4.911 -22.617 -2.538
C 6.145 -22.064 -2.832
C 6.807 -23.051 -3.579
H 6.026 -24.679 -4.636
H 3.940 -24.484 -3.298
H 4.036 -22.138 -2.123
H 6.404 -21.074 -2.488
H 7.767 -23.009 -4.073
N -0.501 -25.411 -11.112
C -0.815 -25.071 -9.835
C -2.083 -24.506 -9.857
C -2.621 -24.731 -11.077
C -1.570 -25.134 -11.910
H 0.312 -25.914 -11.437
H -0.148 -25.153 -8.990
H -2.564 -24.150 -8.958
H -3.643 -24.636 -11.413
H -1.509 -25.307 -12.974
N 6.405 -27.453 -5.212
C 5.084 -27.180 -5.531
C 5.071 -26.242 -6.544
C 6.246 -25.574 -6.462
C 7.030 -26.362 -5.746
H 6.848 -28.095 -4.569
H 4.380 -27.975 -5.336
H 4.284 -25.972 -7.233
H 6.603 -24.662 -6.919
H 8.023 -26.105 -5.409
```

The LUMO energy is 0.540 eV. As for the HOMO energy: -7.610 eV. Its frontier orbital gap is 8.15 eV. For the calculated total energy, the calculation gives -3013.078697 Ha. Its molar mass is 942.35 g/mol. The total charge is 0. The energy above the lowest of the compared OMol25 structures with the same formula, charge and spin is 447.0 kJ/mol.